# 1
DFT (ωB97M-V/def2-TZVPD) results for C4H4Lu as an isolated structure in a non-equilibrium geometry.

Results
Net charge   +3
Calculated total energy   -37791.932 eV
Lowest unoccupied orbital energy (spin up / spin down)   -0.6430 / -0.6430 Ha

```
9
Properties=species:S:1:pos:R:3:lowdin_charge:R:1
C 0.81 -0.45 1.51 -0.0964
C 0.30 0.35 0.73 -0.0530
H 1.32 -0.09 2.46 0.1366
Lu -1.04 -1.91 2.14 2.4607
C -0.25 0.78 -0.51 -0.0934
C -0.14 0.06 -1.63 0.2357
H -0.59 0.42 -2.56 0.1375
H -0.76 1.75 -0.50 0.1543
H 0.35 -0.91 -1.64 0.1180
```

=====

# 2
DFT (ωB97M-V/def2-TZVPD) results for one molecule with the formula C4H4N2 in a non-equilibrium geometry.

Results
ΔE to the lowest compared entry with this formula, charge and spin   7.609 eV
Calculated total energy   -7185.079 eV
Lowest unoccupied orbital energy (spin up / spin down)   -0.0244 / -0.0244 Ha

```
10
Properties=species:S:1:pos:R:3:lowdin_charge:R:1
C 0.47 -1.01 -0.12 -0.0693
C -0.50 -0.08 -0.24 -0.3048
C -0.34 1.29 -0.31 0.0900
C -1.67 0.74 0.18 -0.0904
N 1.85 0.83 0.26 0.1244
N 1.69 -0.36 -0.01 -0.1862
H 0.45 -2.08 -0.25 0.1003
H -2.49 0.99 -0.48 0.0843
H -1.99 0.60 1.20 0.0975
H 2.53 -0.93 -0.23 0.1542
```

=====

# 3
DFT (ωB97M-V/def2-TZVPD) results for one molecule with the formula C4H4N2 in a non-equilibrium geometry.

Results
ΔE to the lowest compared entry with this formula, charge and spin   4.766 eV
Calculated total energy   -7187.922 eV
Lowest unoccupied orbital energy   0.0174 Ha

```
10
Properties=species:S:1:pos:R:3:lowdin_charge:R:1
C 1.30 1.32 0.13 0.0422
C 0.57 -1.21 0.29 -0.1364
N 0.27 -1.33 -0.92 0.1626
C -0.77 -0.72 -0.02 -0.2557
C -1.00 0.75 0.02 -0.1337
N 0.07 1.45 -0.01 -0.0536
H 1.90 1.52 -0.76 0.0373
H 1.30 -1.64 0.98 0.1167
H -1.66 -1.33 0.13 0.1155
H -1.96 1.20 0.16 0.1049
```

=====

# 4
DFT (ωB97M-V/def2-TZVPD) results for one molecule with the formula C4H4N2.

Results
SMILES string   c1ccnnc1
ΔE to the lowest compared entry with this formula, charge and spin   1.143 eV
Calculated total energy   -7191.545 eV
Lowest unoccupied orbital energy   0.0155 Ha

```
10
Properties=species:S:1:pos:R:3:lowdin_charge:R:1
C 0.65 0.81 -0.23 -0.0646
C -0.68 0.81 0.14 -0.0648
C -1.29 -0.45 0.21 -0.1489
N -0.63 -1.60 0.12 0.0037
N 0.69 -1.58 0.06 0.0037
C 1.31 -0.42 -0.15 -0.1482
H 1.15 1.71 -0.57 0.1063
H -1.22 1.72 0.37 0.1064
H -2.37 -0.53 0.26 0.1031
H 2.39 -0.47 -0.20 0.1033
```

=====

# 5
DFT (ωB97M-V/def2-TZVPD) results for one molecule with the formula C4H4N2 in a non-equilibrium geometry.

Results
SMILES string   c1cn2c(n1)C2
ΔE to the lowest compared entry with this formula, charge and spin   4.229 eV
Calculated total energy   -7188.459 eV
Lowest unoccupied orbital energy   0.0317 Ha

```
10
Properties=species:S:1:pos:R:3:lowdin_charge:R:1
C -1.61 0.33 0.07 -0.1629
C -0.46 1.15 -0.29 -0.0653
N 0.58 0.31 -0.27 0.0142
C 0.11 -0.91 -0.02 -0.2414
N -1.31 -0.98 0.22 0.0980
C 1.51 -0.76 0.15 0.0376
H -2.57 0.68 0.22 0.0655
H -0.27 2.13 -0.47 0.0609
H 2.09 -0.73 1.07 0.1152
H 1.94 -1.21 -0.68 0.0783
```

=====

# 6
DFT (ωB97M-V/def2-TZVPD) results for one molecule with the formula C4H4N2 in a non-equilibrium geometry.

Results
SMILES string   N#CCCC#N
ΔE to the lowest compared entry with this formula, charge and spin   1.627 eV
Calculated total energy   -7191.061 eV
Lowest unoccupied orbital energy   -0.0119 Ha

```
10
Properties=species:S:1:pos:R:3:lowdin_charge:R:1
N 2.49 -0.15 0.98 0.1706
C 1.90 -0.17 -0.01 -0.1775
C 0.47 -0.60 -0.05 -0.2146
C -0.40 0.65 -0.15 -0.1930
C -1.81 0.27 -0.23 -0.2259
N -2.91 -0.08 -0.30 0.1495
H 0.27 -1.12 0.90 0.1242
H 0.34 -1.31 -0.86 0.1105
H -0.11 1.22 -1.03 0.1244
H -0.24 1.29 0.73 0.1318
```

=====

# 7
DFT (ωB97M-V/def2-TZVPD) results for C4H4N2 as an isolated structure in a non-equilibrium geometry.

Results
ΔE to the lowest compared entry with this formula, charge and spin   9.279 eV
Calculated total energy   -7183.409 eV
Lowest unoccupied orbital energy   0.0056 Ha

```
10
Properties=species:S:1:pos:R:3:lowdin_charge:R:1
C 0.74 -0.87 0.69 -0.0261
C 0.16 -1.70 -0.15 -0.1582
C 1.25 0.40 1.13 -0.1693
C 0.84 1.08 0.08 0.1196
N -0.23 -0.72 -0.94 -0.0813
N -1.56 -0.42 -0.93 0.0913
H 1.82 0.62 1.94 0.0590
H 0.51 1.70 -0.68 0.0376
H -1.60 0.58 -1.04 0.0863
H -1.92 -0.67 -0.10 0.0411
```

=====

# 8
DFT (ωB97M-V/def2-TZVPD) results for one molecule with the formula C4H4N2O.

Results
ΔE to the lowest compared entry with this formula, charge and spin   4.823 eV
Calculated total energy   -9235.665 eV
Lowest unoccupied orbital energy   -0.0368 Ha

```
11
Properties=species:S:1:pos:R:3:lowdin_charge:R:1
O -1.03 -1.65 1.77 0.0512
C -1.31 -0.84 0.92 -0.4118
C 0.09 -1.41 -1.36 0.2031
C 0.91 -0.42 -1.07 -0.2910
N 0.93 0.75 -0.34 0.0242
C -0.08 1.18 0.51 -0.1939
N -1.03 0.51 1.01 0.1249
H -1.93 -1.11 0.03 0.1139
H 1.83 -0.69 -1.62 0.1155
H 1.62 1.44 -0.60 0.1351
H 0.01 2.24 0.75 0.1289
```